The following is a DFT calculation (ωB97M-V/def2-TZVPD) of a single C6H14O molecule at a distorted geometry.

ORCA input file:
```
! wB97M-V def2-TZVPD RIJCOSX def2/J DEFGRID3
* xyz 0 1
C 2.061 -0.672 0.931
O 2.337 -1.734 0.006
C 1.507 0.574 0.260
C 0.398 0.329 -0.773
C -0.916 -0.103 -0.086
C -1.912 -0.560 -1.159
C -1.593 1.110 0.591
H 1.296 -0.976 1.655
H 2.926 -0.439 1.555
H 1.884 -2.480 0.417
H 1.121 1.232 1.040
H 2.320 1.103 -0.250
H 0.705 -0.392 -1.529
H 0.161 1.289 -1.229
H -0.726 -0.862 0.666
H -2.181 0.302 -1.780
H -1.455 -1.297 -1.819
H -2.886 -0.792 -0.744
H -1.726 1.851 -0.191
H -2.407 0.792 1.236
H -0.912 1.724 1.203
*
```

Values from the calculation:
**ΔE to the lowest compared entry with this formula, charge and spin**: 83.90 kJ/mol
**Orbital gap**: 11.3291 eV
**Structure (SMILES)**: CC(C)CCCO

The following is a DFT calculation (ωB97M-V/def2-TZVPD) of 2 unconnected molecules or ions with the total composition C29H39BO2S at a distorted geometry.

ORCA input file:
```
! wB97M-V def2-TZVPD RIJCOSX def2/J DEFGRID3
* xyz 0 1
C 0.900 1.580 -0.054
C -0.014 0.431 -0.302
C -0.100 -0.105 -1.716
C -0.179 -1.503 -1.972
C 0.338 -2.507 -0.985
C -0.860 -1.953 -3.097
C -1.427 -1.051 -4.009
C -2.421 -1.484 -5.042
C -1.081 0.301 -3.906
C -0.396 0.789 -2.802
C -0.119 2.262 -2.763
H 1.740 1.618 -0.764
H 0.381 2.547 -0.025
H 1.346 1.446 0.928
H 0.031 -0.345 0.475
H 0.372 -3.499 -1.456
H 1.352 -2.256 -0.656
H -0.314 -2.563 -0.101
H -1.022 -3.030 -3.216
H -3.367 -0.938 -4.897
H -2.072 -1.260 -6.060
H -2.642 -2.554 -4.957
H -1.425 1.003 -4.678
H -0.309 2.684 -3.755
H -0.768 2.786 -2.054
H 0.917 2.491 -2.512
C 6.244 -2.951 -1.284
C 5.178 -2.206 -0.545
C 5.300 -0.821 -0.401
C 4.414 -0.095 0.377
C 3.363 -0.753 1.049
B -1.683 0.883 -0.468
C 2.585 -0.057 2.036
C 2.882 1.179 2.626
C 2.109 1.431 3.790
C 1.307 0.357 4.154
C 0.552 0.154 5.408
S 1.334 -0.883 2.945
O -2.075 2.155 -0.167
C -3.332 1.960 0.560
C -3.277 2.849 1.783
C -4.454 2.439 -0.360
C -3.366 0.389 0.831
C -2.658 0.010 2.133
C -4.723 -0.283 0.803
O -2.591 -0.139 -0.272
C 3.189 -2.139 0.838
C 4.080 -2.852 0.043
H 6.000 -4.010 -1.400
H 6.411 -2.528 -2.282
H 7.200 -2.872 -0.749
H 6.117 -0.299 -0.894
H 4.533 0.978 0.517
H 3.619 1.870 2.217
H 2.163 2.349 4.371
H 0.486 1.095 5.962
H -0.457 -0.200 5.153
H 1.046 -0.590 6.054
H -4.217 2.774 2.349
H -2.438 2.579 2.434
H -3.142 3.889 1.464
H -5.399 2.540 0.198
H -4.191 3.428 -0.755
H -4.603 1.749 -1.202
H -3.240 0.352 2.998
H -2.571 -1.083 2.193
H -1.645 0.430 2.199
H -5.355 0.150 1.588
H -5.223 -0.180 -0.166
H -4.612 -1.353 1.020
H 2.362 -2.661 1.328
H 3.917 -3.922 -0.098
*
```

Values from the calculation:
**ΔE to the lowest compared entry with this formula, charge and spin**: 0.00 kJ/mol
**Orbital gap**: 7.6754 eV
**Structure (SMILES)**: Cc1cc(C)c([C@@H](C)B2OC(C)(C)C(C)(C)O2)c(C)c1.Cc1ccc(-c2ccc(C)s2)cc1

The following is a DFT calculation (ωB97M-V/def2-TZVPD) of a single H5N2PS molecule at a distorted geometry.

ORCA input file:
```
! wB97M-V def2-TZVPD RIJCOSX def2/J DEFGRID3
* xyz 0 1
N -0.745 -1.038 -0.610
N 0.054 -0.084 1.560
P -0.717 0.464 0.177
S 1.041 1.078 -1.236
H -0.748 -1.175 -1.593
H -1.343 -1.774 -0.434
H 0.416 0.735 2.109
H 0.813 -0.734 1.203
H 1.228 2.528 -1.178
*
```

Values from the calculation:
**ΔE to the lowest compared entry with this formula, charge and spin**: 53.08 kJ/mol
**Orbital gap**: 9.5456 eV
**Structure (SMILES)**: NP(N)S

The following is a DFT calculation (ωB97M-V/def2-TZVPD) of 2 unconnected molecules or ions with the total composition C4H10N2 at a distorted geometry.

ORCA input file:
```
! wB97M-V def2-TZVPD RIJCOSX def2/J DEFGRID3
* xyz 0 1
C 1.560 0.834 0.051
C -1.863 -0.628 -0.288
C 2.222 0.019 -1.004
C -2.087 -0.209 1.201
N 1.484 0.408 1.218
N -1.611 0.030 -1.319
H 1.352 1.960 -0.234
H -1.893 -1.779 -0.311
H 3.201 0.328 -1.203
H 1.724 0.111 -1.974
H 2.378 -1.088 -0.764
H -0.963 -0.089 1.551
H -2.608 -1.089 1.653
H -2.754 0.736 1.146
H 1.420 -0.592 1.400
H -1.562 1.047 -1.121
*
```

Values from the calculation:
**ΔE to the lowest compared entry with this formula, charge and spin**: 244.62 kJ/mol
**Orbital gap**: 10.5789 eV
**Structure (SMILES)**: [H]/N=C\C.[H]/N=C\C

The following is a DFT calculation (ωB97M-V/def2-TZVPD) of a single C3H6N2O2S molecule.

ORCA input file:
```
! wB97M-V def2-TZVPD RIJCOSX def2/J DEFGRID3
* xyz 0 1
C 0.065 2.110 0.297
C -0.336 -0.355 0.160
C 3.039 -0.380 -0.191
H 0.401 2.555 -0.652
H 0.914 1.877 0.927
H -0.592 2.808 0.774
H -2.396 0.315 -0.370
H 3.813 -0.020 -0.880
H 3.309 -1.043 0.639
N -0.693 0.910 0.031
N 1.856 0.001 -0.449
O -1.977 1.205 -0.368
O 0.976 -0.559 0.497
S -1.387 -1.642 -0.009
*
```

Values from the calculation:
**ΔE to the lowest compared entry with this formula, charge and spin**: 472.46 kJ/mol
**Orbital gap**: 9.3271 eV
**Structure (SMILES)**: C=NOC(=S)N(C)O

The following is a DFT calculation (ωB97M-V/def2-TZVPD) of a single C3H3NO2S molecule at a distorted geometry.

ORCA input file:
```
! wB97M-V def2-TZVPD RIJCOSX def2/J DEFGRID3
* xyz 0 1
C -2.057 -0.543 0.553
C -1.071 0.537 0.081
C 0.372 0.149 0.070
N 1.423 0.709 0.652
O 2.758 -0.778 -0.796
O -2.157 -1.604 0.113
S 2.879 0.283 0.198
H -1.468 0.645 -0.986
H -1.140 1.487 0.641
H 0.463 -0.885 -0.526
*
```

Values from the calculation:
**ΔE to the lowest compared entry with this formula, charge and spin**: 453.76 kJ/mol
**Orbital gap (alpha / beta)**: 6.9023 / 8.1211 eV

The following is a DFT calculation (ωB97M-V/def2-TZVPD) of a molecular structure, C69H48I2O9P at a distorted geometry.

ORCA input file:
```
! wB97M-V def2-TZVPD RIJCOSX def2/J DEFGRID3
* xyz 1 1
C 5.166 3.121 -2.786
C 5.927 1.830 -2.973
I 7.787 1.695 -1.969
C 5.456 0.829 -3.745
I 6.645 -0.925 -4.021
P 3.875 0.898 -4.616
C 3.202 -0.713 -5.178
C 2.954 -1.736 -4.084
C 1.898 -1.630 -3.197
C 1.687 -2.574 -2.226
C 2.517 -3.668 -2.082
C 3.562 -3.793 -2.979
C 3.759 -2.851 -3.953
C 2.545 1.750 -3.707
C 2.614 1.354 -2.190
C 1.234 1.212 -1.532
O 2.228 2.355 -1.316
H 4.638 3.438 -3.690
H 5.878 3.923 -2.560
H 4.483 3.097 -1.927
H 4.110 1.651 -5.788
H 2.220 -0.479 -5.620
H 3.822 -1.109 -5.989
H 1.201 -0.797 -3.265
H 0.867 -2.494 -1.514
H 2.350 -4.398 -1.298
H 4.198 -4.673 -2.890
H 4.593 -2.975 -4.639
H 2.648 2.837 -3.725
H 1.538 1.492 -4.047
H 3.385 0.650 -1.876
H 0.550 1.885 -2.045
H 1.153 0.896 -0.499
C -5.338 -3.698 0.777
C -6.286 -3.172 1.649
C -6.001 -2.030 2.380
C -4.763 -1.416 2.251
C -3.802 -1.957 1.392
C -4.099 -3.093 0.649
C -2.456 -1.341 1.276
O -1.617 -1.803 0.525
C -2.150 -0.142 2.105
C -0.879 0.414 2.049
C -0.578 1.537 2.800
C -1.552 2.116 3.609
C -2.820 1.562 3.672
C -3.120 0.426 2.927
C -4.478 -0.179 3.027
O -5.327 0.325 3.730
H -5.567 -4.585 0.201
H -7.250 -3.653 1.756
H -6.741 -1.618 3.053
H -3.361 -3.506 -0.026
H -0.122 -0.033 1.419
H 0.416 1.965 2.756
H -1.318 2.999 4.192
H -3.577 2.009 4.303
C 3.897 -10.004 -4.402
C 3.741 -11.309 -3.947
C 3.789 -11.583 -2.590
C 4.005 -10.555 -1.682
C 4.185 -9.248 -2.140
C 4.119 -8.976 -3.501
C 4.465 -8.141 -1.186
O 4.618 -7.001 -1.584
C 4.563 -8.459 0.263
C 4.880 -7.449 1.164
C 4.962 -7.729 2.518
C 4.718 -9.019 2.979
C 4.407 -10.030 2.086
C 4.338 -9.757 0.726
C 4.037 -10.862 -0.226
O 3.827 -11.986 0.175
H 3.850 -9.791 -5.462
H 3.579 -12.113 -4.654
H 3.662 -12.598 -2.237
H 4.246 -7.962 -3.856
H 5.067 -6.445 0.806
H 5.214 -6.942 3.217
H 4.776 -9.234 4.038
H 4.222 -11.034 2.445
C 1.489 7.187 0.882
C 1.416 5.864 1.307
C 1.474 5.566 2.659
C 1.616 6.586 3.590
C 1.713 7.910 3.162
C 1.638 8.208 1.807
C 1.914 9.013 4.144
O 1.993 10.164 3.772
C 2.022 8.667 5.587
C 2.265 9.673 6.513
C 2.355 9.366 7.861
C 2.193 8.053 8.291
C 1.956 7.045 7.372
C 1.879 7.345 6.018
C 1.658 6.248 5.039
O 1.519 5.098 5.409
H 1.435 7.421 -0.174
H 1.312 5.065 0.583
H 1.413 4.537 2.989
H 1.700 9.236 1.476
H 2.387 10.695 6.180
H 2.549 10.151 8.580
H 2.257 7.817 9.346
H 1.835 6.023 7.707
C -4.452 2.488 0.701
C -3.851 1.964 -0.440
C -4.565 1.875 -1.623
C -5.887 2.299 -1.669
C -6.497 2.802 -0.518
C -5.772 2.906 0.663
C -7.928 3.216 -0.536
O -8.457 3.658 0.462
C -8.694 3.068 -1.803
C -10.044 3.395 -1.826
C -10.766 3.274 -3.002
C -10.140 2.834 -4.163
C -8.796 2.501 -4.146
C -8.071 2.607 -2.966
C -6.637 2.213 -2.953
O -6.087 1.825 -3.964
H -3.889 2.565 1.618
H -2.822 1.627 -0.403
H -4.097 1.472 -2.512
H -6.240 3.307 1.552
H -10.531 3.741 -0.924
H -11.819 3.526 -3.016
H -10.705 2.747 -5.083
H -8.311 2.154 -5.048
*
```

Values from the calculation:
**Orbital gap**: 7.5448 eV

The following is a DFT calculation (ωB97M-V/def2-TZVPD) of 2 unconnected molecules or ions with the total composition CH3N3O3 at a distorted geometry.

ORCA input file:
```
! wB97M-V def2-TZVPD RIJCOSX def2/J DEFGRID3
* xyz 0 1
C -1.393 0.721 -0.180
N 2.579 0.359 -0.190
N 1.858 0.390 1.133
N 1.633 -0.513 0.342
O -1.961 -0.413 0.363
O 1.228 -1.591 0.120
O -0.248 0.782 -0.512
H -2.144 1.597 0.076
H 2.181 0.771 -1.000
H -1.226 -1.022 0.261
*
```

Values from the calculation:
**ΔE to the lowest compared entry with this formula, charge and spin**: 354.17 kJ/mol
**Orbital gap**: 10.6931 eV
**Structure (SMILES)**: [O-][N+]1=NN1.O=CO

Calculated values (eV) of total energy for the records, taken in order: -8496.0228, -46314.4826, -23185.4938, -7288.0842, -21114.9528, -19576.0733, -116242.6690, -11692.2125.